Computed, not measured: a structure of composition C45H36N6O6PtSSb at a distorted geometry, with ωB97M-V/def2-TZVPD.

Each line ends with the Löwdin charge.
CARTESIAN COORDINATES (ANGSTROEM)
1 Pt 0.203 -0.823 -0.760  1.220
2 C -1.375 -4.381 0.676  0.026
3 C -0.415 -3.292 1.025  -0.516
4 O -0.717 -2.077 1.019  -0.196
5 N 0.793 -3.697 1.420  0.122
6 C 1.775 -2.802 1.990  -0.089
7 C 2.723 -2.130 1.020  -0.239
8 C 4.060 -2.518 1.012  0.020
9 C 4.980 -1.806 0.262  0.005
10 C 4.536 -0.690 -0.432  -0.008
11 C 3.190 -0.381 -0.397  -0.150
12 N 2.285 -1.099 0.280  -0.005
13 H -2.350 -3.970 0.438  0.099
14 H -1.466 -5.088 1.499  0.110
15 H -1.005 -4.920 -0.195  0.095
16 H 1.006 -4.686 1.413  0.174
17 H 2.365 -3.374 2.705  0.145
18 H 1.229 -2.016 2.529  0.093
19 H 4.376 -3.363 1.605  0.130
20 H 6.020 -2.090 0.256  0.132
21 H 5.221 -0.085 -1.000  0.125
22 H 2.822 0.492 -0.918  0.103
23 O -0.368 5.374 -4.460  0.116
24 N -0.029 4.476 -5.188  -0.342
25 O 0.175 4.531 -6.365  0.145
26 C 0.222 3.170 -4.546  -0.042
27 C 1.034 2.301 -5.200  0.102
28 C 1.400 1.064 -4.605  -0.118
29 C 2.086 0.059 -5.302  0.060
30 C 2.345 -1.143 -4.682  0.014
31 C 1.952 -1.314 -3.354  -0.088
32 N 1.331 -0.366 -2.679  -0.010
33 C 1.008 0.797 -3.271  -0.178
34 C 0.124 1.708 -2.596  -0.173
35 N -0.356 1.370 -1.387  0.003
36 C -1.381 2.023 -0.884  -0.142
37 C -1.952 3.132 -1.505  0.007
38 C -1.415 3.573 -2.690  0.060
39 C -0.348 2.866 -3.268  -0.049
40 H 1.389 2.537 -6.194  0.150
41 H 2.377 0.219 -6.329  0.144
42 H 2.827 -1.946 -5.216  0.129
43 H 2.151 -2.243 -2.831  0.129
44 H -1.803 1.648 0.039  0.075
45 H -2.817 3.605 -1.070  0.135
46 H -1.835 4.435 -3.190  0.133
47 C -1.313 -1.392 6.590  -0.043
48 C -0.547 -0.239 6.516  -0.043
49 C -0.233 0.308 5.281  -0.121
50 C -0.668 -0.334 4.131  -0.354
51 C -1.446 -1.475 4.190  -0.130
52 C -1.750 -2.016 5.432  -0.056
53 Sb -0.118 0.566 2.222  1.700
54 C 1.916 1.191 2.639  -0.380
55 C 2.433 2.245 1.901  -0.160
56 C 3.677 2.761 2.227  -0.052
57 C 4.413 2.195 3.257  -0.036
58 C 3.906 1.116 3.964  -0.043
59 C 2.659 0.598 3.648  -0.123
60 C -1.248 2.402 2.690  -0.355
61 C -2.627 2.296 2.687  -0.140
62 C -3.388 3.410 3.006  -0.050
63 C -2.764 4.604 3.331  -0.039
64 C -1.383 4.692 3.330  -0.043
65 C -0.607 3.584 3.008  -0.100
66 H -1.594 -1.787 7.555  0.123
67 H -0.201 0.247 7.415  0.122
68 H 0.344 1.222 5.230  0.107
69 H -1.811 -1.942 3.286  0.085
70 H -2.339 -2.916 5.491  0.115
71 H 1.859 2.676 1.089  0.101
72 H 4.067 3.608 1.683  0.119
73 H 5.387 2.591 3.504  0.123
74 H 4.475 0.679 4.769  0.121
75 H 2.268 -0.243 4.208  0.101
76 H -3.119 1.360 2.452  0.106
77 H -4.464 3.334 3.007  0.119
78 H -3.358 5.468 3.593  0.124
79 H -0.890 5.620 3.582  0.122
80 H 0.470 3.668 3.025  0.094
81 O -3.032 0.846 -2.850  -0.198
82 S -2.262 -0.214 -3.420  0.735
83 O -1.297 0.159 -4.415  -0.193
84 N -1.426 -0.997 -2.200  -0.025
85 C -1.482 -2.325 -2.334  -0.466
86 O -0.643 -3.026 -1.753  0.045
87 C -2.606 -2.754 -3.187  -0.112
88 C -3.171 -4.017 -3.316  0.046
89 C -4.299 -4.153 -4.113  0.004
90 C -4.831 -3.073 -4.806  0.020
91 C -4.263 -1.803 -4.692  0.015
92 C -3.174 -1.679 -3.871  -0.182
93 H -2.760 -4.863 -2.791  0.134
94 H -4.779 -5.117 -4.192  0.133
95 H -5.691 -3.205 -5.445  0.137
96 H -4.666 -0.958 -5.228  0.142

The value obtained for the highest occupied orbital energy (spin up / spin down) is -15.90 / -15.86 eV. The value obtained for the gap between HOMO and LUMO (spin up / spin down) is 7.915 / 3.818 eV. The calculation puts the strongest force on any atom at 3.51 eV/A. The multiplicity is 5. For the electronic energy, the calculation gives -3273.0113 Eh. The expectation value of S² is 6.02. As for the net charge: +3.